No. 1
# C20H33Br2O13

A cluster of 6 separate species, C20H33Br2O13 in total in a non-equilibrium geometry (ωB97M-V/def2-TZVPD, the Open Molecules 2025 dataset).

As for the net charge: -1. As for the lowest unoccupied orbital energy: 0.0659 Eh. The value obtained for the maximum force is 6.58 eV/A. As for the total energy: -187975.8163 eV.

Last column: natural (NBO) charge in e.
Element x y z (Å)
C1 -0.129 -1.407 -0.165  -0.648
C2 -1.579 -1.019 -0.259  -0.059
O1 -2.494 -1.535 0.654  -0.960
H1 0.644 -0.740 -0.548  0.162
H2 -0.018 -2.348 -0.703  0.179
H3 0.149 -1.585 0.873  0.183
H4 -1.836 -1.080 -1.316  0.079
H5 -1.699 0.047 -0.064  0.080
Br1 -0.222 -8.186 0.760  -0.018
C3 -0.495 -6.661 1.987  -0.457
C4 0.816 -6.303 2.663  -0.373
Br2 1.621 -7.763 3.907  -0.093
H6 -1.238 -6.806 2.770  0.226
H7 -0.852 -5.804 1.415  0.259
H8 0.781 -5.359 3.208  0.233
H9 1.520 -6.238 1.833  0.219
C5 -0.530 0.251 5.573  -0.651
C6 -0.196 1.562 4.888  0.065
C7 -1.372 2.278 4.340  -0.095
O2 -1.428 3.494 5.081  -0.479
C8 -0.450 3.585 5.960  0.975
O3 -0.253 4.549 6.729  -0.625
O4 0.319 2.515 5.844  -0.490
H10 -0.631 0.268 6.659  0.233
H11 0.227 -0.459 5.240  0.222
H12 -1.384 -0.224 5.090  0.236
H13 0.527 1.462 4.078  0.196
H14 -2.267 1.664 4.444  0.208
H15 -1.204 2.530 3.293  0.202
C9 0.926 2.249 -3.902  -0.634
C10 0.676 1.439 -5.193  0.079
C11 1.098 -0.059 -5.203  -0.110
O5 -0.076 -0.770 -5.660  -0.458
C12 -1.054 0.128 -5.724  0.964
O6 -2.233 -0.184 -6.041  -0.614
O7 -0.705 1.352 -5.420  -0.472
H16 0.194 1.854 -3.197  0.237
H17 0.867 3.331 -4.012  0.222
H18 1.961 2.053 -3.621  0.213
H19 1.177 1.936 -6.024  0.169
H20 1.371 -0.148 -4.152  0.199
H21 1.975 -0.214 -5.831  0.199
C13 -6.192 3.692 -3.593  -0.625
C14 -5.388 2.973 -2.536  0.060
C15 -4.491 3.949 -1.763  -0.090
O8 -4.722 3.630 -0.394  -0.492
C16 -5.702 2.666 -0.311  0.977
O9 -6.161 2.175 0.726  -0.578
O10 -6.125 2.370 -1.526  -0.473
H22 -6.590 4.610 -3.159  0.197
H23 -7.101 3.169 -3.891  0.230
H24 -5.589 3.977 -4.455  0.222
H25 -4.832 2.233 -3.111  0.195
H26 -4.710 4.996 -1.973  0.178
H27 -3.439 3.741 -1.958  0.197
C17 5.869 -2.463 1.835  -0.640
C18 5.453 -1.348 0.860  0.066
C19 6.526 -0.240 0.641  -0.092
O11 6.628 -0.154 -0.740  -0.481
C20 6.127 -1.229 -1.322  0.971
O12 6.203 -1.516 -2.532  -0.607
O13 5.499 -1.968 -0.428  -0.478
H28 5.604 -3.500 1.629  0.245
H29 5.514 -2.340 2.858  0.223
H30 6.955 -2.554 1.818  0.209
H31 4.475 -0.887 1.002  0.205
H32 7.508 -0.376 1.095  0.185
H33 6.174 0.737 0.973  0.194

No. 2
# C3H4NO3

The ion C3H4NO3 with charge -1 in a non-equilibrium geometry (ωB97M-V/def2-TZVPD, the Open Molecules 2025 dataset).

Its SMILES is O=C=CCO[N-]O. As for the net charge: -1. As for the lowest unoccupied orbital energy: 0.1591 Eh. The value obtained for the maximum force is 2.70 eV/A. As for the total energy: -10804.3924 eV.

Last column: natural (NBO) charge in e.
Element x y z (Å)
C1 -0.768 -0.261 -0.763  -0.613
C2 -1.902 -0.339 -0.045  0.615
C3 0.350 0.696 -0.271  -0.066
N1 -1.311 1.091 1.357  -0.092
O1 -1.018 0.277 2.521  -0.667
O2 -0.104 1.502 0.809  -0.436
O3 -2.996 -0.869 0.072  -0.675
H1 -0.712 -0.754 -1.749  0.202
H2 1.387 0.323 0.114  0.139
H3 0.526 1.283 -1.202  0.146
H4 -1.790 0.378 3.045  0.447

No. 3
# C4H10O2

A cluster of 2 separate species, C4H10O2 in total in a non-equilibrium geometry (ωB97M-V/def2-TZVPD, the Open Molecules 2025 dataset).

Its SMILES is O=CO.CCC. As for the lowest unoccupied orbital energy: 0.0291 Eh. The value obtained for the maximum force is 1.08 eV/A. As for the total energy: -8405.1425 eV.

Last column: natural (NBO) charge in e.
Element x y z (Å)
C1 0.007 -1.759 0.088  -0.602
C2 -1.058 -0.686 -0.171  -0.392
C3 -1.088 -0.278 -1.638  -0.615
H1 -0.179 -2.593 -0.583  0.201
H2 -0.069 -2.097 1.117  0.205
H3 1.021 -1.420 -0.128  0.198
H4 -0.925 0.183 0.468  0.193
H5 -1.985 -1.189 0.139  0.190
H6 -1.928 0.313 -2.011  0.211
H7 -0.178 0.307 -1.845  0.213
H8 -0.964 -1.166 -2.264  0.196
O1 1.382 1.953 0.048  -0.583
C4 1.590 1.725 1.206  0.643
O2 1.305 2.535 2.226  -0.669
H9 2.155 0.844 1.526  0.117
H10 0.912 3.328 1.822  0.493

No. 4
# C17H13Cl2F7LiN6

A structure of composition C17H13Cl2F7LiN6 in a non-equilibrium geometry (ωB97M-V/def2-TZVPD, the Open Molecules 2025 dataset).

As for the net charge: -1. As for the lowest unoccupied orbital energy: 0.0584 Eh. The value obtained for the maximum force is 3.09 eV/A. As for the total energy: -71054.9369 eV.

Last column: natural (NBO) charge in e.
Element x y z (Å)
Li1 0.963 0.251 -0.724  0.868
N1 -0.788 -0.978 -0.541  -0.910
C1 -0.308 -2.272 -0.068  -0.233
C2 1.108 -2.567 -0.632  -0.226
N2 1.962 -1.470 -0.196  -0.880
H1 -1.393 -0.497 0.127  0.404
H2 -1.378 -0.986 -1.385  0.376
H3 -1.024 -3.045 -0.236  0.196
H4 -0.169 -2.173 1.033  0.215
H5 1.081 -2.470 -1.716  0.177
H6 1.415 -3.511 -0.307  0.187
H7 2.838 -1.622 -0.683  0.370
H8 2.179 -1.648 0.790  0.391
Cl1 5.222 0.034 -5.807  -0.035
C3 4.403 0.489 -4.291  -0.409
Cl2 4.846 -0.509 -2.912  -0.016
H9 3.326 0.443 -4.506  0.238
H10 4.697 1.547 -4.033  0.222
C4 2.020 3.436 -2.866  -0.711
H11 1.623 4.313 -3.379  0.235
H12 3.050 3.249 -3.175  0.223
H13 1.930 3.544 -1.773  0.287
F1 0.012 2.217 -2.776  -0.310
C5 1.228 2.291 -3.303  0.982
F2 1.106 2.219 -4.611  -0.323
F3 1.849 1.129 -2.912  -0.370
F4 -1.648 2.383 1.442  -0.319
C6 -1.832 1.233 2.161  0.300
C7 -3.085 0.720 2.264  0.339
F5 -3.975 1.609 1.754  -0.324
C8 -3.462 -0.525 2.829  -0.107
C9 -2.352 -1.152 3.417  0.342
C10 -1.067 -0.669 3.287  0.296
F6 -0.066 -1.539 3.630  -0.329
C11 -0.725 0.485 2.607  -0.168
C12 0.611 0.909 2.279  -0.523
C13 0.888 1.594 1.094  0.388
N3 1.025 2.054 0.034  -0.640
C14 1.740 0.404 2.999  0.316
N4 2.666 -0.020 3.539  -0.436
F7 -2.477 -2.314 4.071  -0.312
C15 -4.783 -1.011 2.754  -0.523
C16 -5.826 -0.339 2.072  0.316
N5 -6.719 0.227 1.575  -0.439
C17 -5.181 -2.209 3.365  0.314
N6 -5.530 -3.258 3.709  -0.438

No. 5
# C3H13NO3

A cluster of 4 separate species, C3H13NO3 in total in a non-equilibrium geometry (ωB97M-V/def2-TZVPD, the Open Molecules 2025 dataset).

As for the net charge: +1. As for the lowest unoccupied orbital energy (alpha / beta): -0.1769 / -0.2606 Eh. The value obtained for the maximum force is 2.79 eV/A. The spin multiplicity is 2. As for the total energy: -10945.6645 eV.

Last column: natural (NBO) charge in e.
Element x y z (Å)
C1 2.941 -0.591 0.368  -0.688
C2 1.575 0.060 0.295  -0.048
C3 0.818 0.414 1.432  0.152
N1 -0.483 0.718 1.480  -0.660
H1 3.674 -0.104 -0.281  0.273
H2 3.236 -0.672 1.445  0.246
H3 2.873 -1.615 -0.055  0.289
H4 1.453 0.783 -0.548  0.261
H5 1.376 0.654 2.351  0.239
H6 -0.921 0.807 2.402  0.429
H7 -0.866 1.362 0.791  0.467
H8 -1.828 1.314 -1.037  0.512
H9 -2.368 2.810 -0.847  0.510
O1 -1.653 2.196 -0.683  -0.992
H10 -0.030 -1.258 -0.313  0.447
H11 -0.986 -2.402 -0.322  0.480
O2 -0.379 -1.919 -0.926  -0.915
H12 -3.411 -0.921 -2.299  0.488
H13 -2.195 -1.178 -1.571  0.481
O3 -2.824 -0.457 -1.684  -0.971

No. 6
# C4H9N2O2

The ion C4H9N2O2 with charge -1 (ωB97M-V/def2-TZVPD, the Open Molecules 2025 dataset).

Its SMILES is C[C@@H](NC[O-])C(N)=O. As for the net charge: -1. As for the lowest unoccupied orbital energy: 0.1418 Eh. The value obtained for the maximum force is 0.72 eV/A. As for the total energy: -11369.2869 eV.

Last column: natural (NBO) charge in e.
Element x y z (Å)
O1 1.285 -1.880 1.548  -0.647
C1 1.004 -1.030 0.726  0.693
N1 1.663 -0.963 -0.473  -0.857
C2 -0.037 0.035 0.950  -0.149
C3 0.427 1.472 0.559  -0.654
N2 -1.243 -0.411 0.270  -0.679
C4 -1.439 -0.150 -1.202  0.155
O2 -2.562 0.477 -1.449  -0.922
H1 2.305 -1.719 -0.655  0.383
H2 1.157 -0.541 -1.247  0.401
H3 -0.295 0.015 2.015  0.205
H4 1.497 1.517 0.305  0.197
H5 -0.125 1.764 -0.327  0.236
H6 0.255 2.157 1.389  0.196
H7 -2.036 0.013 0.738  0.365
H8 -0.510 0.421 -1.518  0.014
H9 -1.347 -1.176 -1.628  0.063